1.
Computed, not measured: an isolated molecule of C21H31NO6, with ωB97M-V/def2-TZVPD.

```
! RIJCOSX wB97M-V def2-TZVPD def2/J DEFGRID3
* xyz 0 1
C 2.38784 1.07078 -3.96175
C 2.24986 2.22402 -2.98053
O 3.23085 2.07990 -1.94854
C 2.82451 2.06187 -0.68475
O 1.69531 2.28196 -0.32492
C 3.98737 1.79048 0.26587
C 3.44808 1.45180 1.65612
C 2.51334 0.22992 1.56645
N 2.85473 -0.58176 0.42000
C 2.00958 -0.90949 -0.59141
O 2.42715 -1.32102 -1.66225
C 0.54762 -0.80632 -0.32083
C -0.01449 -1.32716 0.84298
C -1.38401 -1.26754 1.03228
O -2.02512 -1.77509 2.12529
C -1.27011 -2.43839 3.11637
C -2.23845 -2.92602 4.18351
C -2.21891 -0.65560 0.07180
O -3.58182 -0.61465 0.27059
C -4.05666 0.06769 1.42563
C -5.07417 -0.79753 2.15301
C -1.65066 -0.16869 -1.11047
O -2.29635 0.40098 -2.15610
C -3.69927 0.60200 -2.15785
C -4.06486 1.16399 -3.52391
C -0.26889 -0.26914 -1.29262
C 4.28030 -0.70090 0.20102
C 4.88165 0.64647 -0.23308
H 2.32809 0.12150 -3.43244
H 1.59213 1.12155 -4.69958
H 3.34751 1.12144 -4.46980
H 1.25823 2.24090 -2.51705
H 2.43525 3.18615 -3.46952
H 4.57150 2.71611 0.30310
H 2.89128 2.29711 2.05870
H 4.29162 1.24780 2.31734
H 2.59935 -0.37051 2.48173
H 1.48335 0.56803 1.45963
H 0.62194 -1.80707 1.56773
H -0.73198 -3.28916 2.67639
H -0.53681 -1.74851 3.55868
H -2.77546 -2.08405 4.61224
H -1.69262 -3.43892 4.97027
H -2.95865 -3.61175 3.74551
H -3.22883 0.32609 2.09079
H -4.53014 1.00191 1.08653
H -5.47615 -0.25940 3.00742
H -5.88622 -1.05701 1.47917
H -4.59518 -1.71077 2.49260
H -4.22038 -0.34387 -1.97877
H -3.98108 1.31322 -1.37133
H -5.13507 1.34306 -3.57494
H -3.78273 0.46011 -4.30196
H -3.53708 2.09828 -3.69544
H 0.14559 0.09810 -2.21599
H 4.73039 -1.04125 1.13865
H 4.43847 -1.45906 -0.56684
H 4.95499 0.69558 -1.31819
H 5.88425 0.75184 0.18347
*
```

Results
- SMILES string: CCOC(=O)C1CCN(C(=O)c2cc(OCC)c(OCC)c(OCC)c2)CC1
- M: 393.48 g mol⁻¹
- Energy above the lowest of the compared OMol25 structures with the same formula, charge and spin: 93.92 kJ/mol
- Lowest unoccupied orbital energy: 0.68 eV
- E_tot: -36055.21709 eV

2.
Computed, not measured: an isolated molecule of C6H13NO, with ωB97M-V/def2-TZVPD.

```
! RIJCOSX wB97M-V def2-TZVPD def2/J DEFGRID3
* xyz 0 1
C -0.08995 -2.51605 0.99061
C 0.01933 -1.76267 -0.09323
C 0.86984 -2.12138 -1.26741
C -0.88364 -0.19199 -0.12205
C 0.00569 0.74103 0.53198
O 1.37617 0.60273 0.55520
C -0.36083 2.21444 -0.52256
N -0.48093 3.40260 0.26550
H -0.66998 -2.20305 1.85307
H 0.40035 -3.48032 1.08972
H 1.74963 -1.47869 -1.33787
H 1.22198 -3.15631 -1.21201
H 0.31306 -1.99935 -2.19823
H -1.75656 -0.41295 0.48520
H -1.18951 -0.06866 -1.15516
H -0.36636 1.01254 1.52902
H 1.64210 0.05800 1.30362
H -1.19527 2.14918 -1.22017
H 0.53961 2.26698 -1.13262
H -1.39619 3.48283 0.69394
H 0.25145 3.46110 0.96345
*
```

Results
- SMILES string: C=C(C)C[C@@H](O)CN
- M: 115.18 g mol⁻¹
- Energy above the lowest of the compared OMol25 structures with the same formula, charge and spin: 347.27 kJ/mol
- Lowest unoccupied orbital energy: 0.85 eV
- E_tot: -9967.57514 eV